ORCA calculation (the ωB97M-V functional and the def2-TZVPD basis) on a molecular structure, C16H20N4O7SY in a non-equilibrium geometry.

Results
Energy ... -49085.016 eV
Max |F| ... 1.258 eV/A
Frontier orbital gap ... 8.23 eV
Highest occupied orbital energy ... -10.930 eV
Total charge ... +1
Lowest unoccupied orbital energy ... -2.70 eV

Structure (XYZ):
```
49
Properties=species:S:1:pos:R:3:forces:R:3:lowdin_charge:R:1
Y -0.07676 -0.23324 -0.93347 -0.43 0.46 0.42 1.6577
C -4.32582 2.27840 -3.16860 -0.05 -0.02 0.02 -0.0054
N -2.93986 2.41415 -2.72314 0.04 0.02 -0.02 -0.1072
C -2.13891 3.47608 -3.33325 0.02 0.04 -0.01 0.0122
C -2.41808 1.62204 -1.81018 -0.01 -0.02 -0.02 -0.4124
O -1.24520 1.72290 -1.39038 -0.06 0.13 0.03 -0.0703
C -3.27737 0.48872 -1.24087 0.00 0.09 -0.07 -0.0884
O -2.56665 -0.13578 -0.17941 0.06 0.00 -0.09 -0.1805
C -2.80598 0.44645 1.09849 -0.01 -0.02 -0.01 -0.0756
C -1.50687 0.45742 1.89049 -0.05 -0.01 -0.01 -0.3789
O -0.44668 0.17516 1.30253 -0.06 0.01 0.12 -0.0492
N -1.55862 0.78220 3.16864 0.03 0.01 0.04 -0.1127
C -2.80887 1.07643 3.86257 -0.07 0.01 0.00 -0.0094
C -0.34500 0.77893 3.98575 0.04 -0.02 0.02 0.0111
H -4.44553 2.84812 -4.08498 0.01 0.00 -0.01 0.1017
H -5.02257 2.67394 -2.42808 0.01 0.00 0.00 0.1057
H -4.57304 1.24121 -3.38962 0.01 0.00 0.01 0.1002
H -2.15234 3.35757 -4.41530 -0.01 -0.02 0.00 0.1062
H -1.11813 3.41055 -2.97592 0.00 0.00 0.01 0.0927
H -2.55583 4.44889 -3.07320 -0.01 -0.01 0.00 0.1067
H -3.44294 -0.26553 -2.01204 0.02 -0.01 0.00 0.1520
H -4.24934 0.85501 -0.90700 -0.01 -0.06 0.02 0.1410
H -3.57705 -0.12797 1.61528 0.00 0.00 0.00 0.1506
H -3.15205 1.47880 0.99132 0.00 0.00 -0.01 0.1500
H -3.49459 1.63895 3.23240 0.01 -0.01 0.00 0.0928
H -2.58171 1.69208 4.72867 0.02 0.01 0.00 0.1023
H -3.29546 0.16274 4.20765 0.01 0.00 0.00 0.1104
H 0.50603 0.50588 3.37293 0.00 -0.01 0.00 0.0930
H -0.45722 0.05953 4.79666 -0.01 0.00 -0.01 0.1076
H -0.18707 1.76990 4.40908 -0.02 0.01 -0.02 0.1050
O 2.06636 -0.23864 -0.51705 0.36 0.12 0.08 -0.0976
C 2.04135 -1.49540 -0.28556 0.29 -0.30 0.10 -0.5556
O 0.94517 -2.12985 -0.38483 0.16 -0.32 0.15 -0.0853
C 3.28379 -2.19851 0.10344 -0.02 0.05 -0.01 -0.1166
C 3.32777 -3.58956 0.11928 -0.06 -0.01 0.01 0.0126
C 4.49758 -4.24003 0.47449 -0.02 0.00 0.01 -0.0325
C 5.61937 -3.50674 0.83090 0.08 0.05 -0.01 0.0254
C 5.54677 -2.12392 0.81987 -0.14 -0.10 -0.40 -0.1201
C 4.39974 -1.45021 0.45105 0.12 0.03 -0.02 0.0766
N 6.73095 -1.34107 1.21340 -0.26 -0.06 1.23 -0.3494
O 6.57256 -0.14964 1.38622 0.11 0.09 -0.44 0.0879
O 7.73462 -1.95747 1.49723 0.17 0.01 -0.41 0.0943
H 2.44303 -4.14850 -0.15396 0.01 0.01 -0.01 0.1262
H 4.53946 -5.32004 0.47526 0.00 0.00 0.01 0.1164
H 6.54505 -3.98538 1.11554 -0.01 0.00 0.00 0.1266
H 4.37952 -0.37098 0.43410 -0.01 0.00 0.00 0.1336
S 1.39304 -1.25022 -5.18275 0.15 -0.05 -0.15 0.6603
C 0.45823 -0.92689 -3.95669 -0.35 0.03 0.09 -0.9864
N -0.26486 -0.67647 -3.03696 -0.05 -0.12 -0.63 -0.1256
```
Positions in Å, forces in eV/Å.

***

ORCA calculation (the ωB97M-V functional and the def2-TZVPD basis) on a molecular structure, C16H21AlBN6O3S4.

Results
Energy ... -82632.983 eV
Max |F| ... 0.725 eV/A
Frontier orbital gap ... 9.45 eV
Highest occupied orbital energy ... -11.459 eV
Total charge ... +1
Energy above the lowest of the compared OMol25 structures with the same formula, charge and spin ... 0.390 eV
Lowest unoccupied orbital energy ... -2.01 eV

Structure (XYZ):
```
52
Properties=species:S:1:pos:R:3:forces:R:3:lowdin_charge:R:1
Al -0.01049 0.30428 -0.23980 -0.54 -0.35 0.33 -0.2964
C -0.58750 -3.71953 -1.62339 -0.03 0.01 -0.16 -0.0050
N 0.07017 -3.66562 -0.33157 0.06 0.18 0.20 -0.0998
C -0.05685 -4.58459 0.68425 0.08 -0.09 0.06 -0.0136
C 0.72700 -4.14926 1.69850 -0.22 -0.06 0.10 -0.0299
N 1.31937 -2.97237 1.31399 0.10 -0.08 -0.03 -0.0131
B 2.47050 -2.29122 2.10600 -0.02 -0.02 -0.11 -0.4032
N 2.09541 -0.86521 2.67472 -0.10 0.28 -0.19 0.0230
C 3.06431 -0.21274 3.39820 0.00 -0.05 0.15 -0.0375
C 2.55256 0.95719 3.83772 0.06 -0.04 0.09 -0.0184
N 1.26257 1.02580 3.37289 0.19 -0.02 -0.24 -0.1055
C 0.37321 2.14332 3.62005 -0.15 -0.02 0.08 -0.0098
C 1.01529 -0.08354 2.63575 -0.10 -0.26 0.31 -0.5976
S -0.53433 -0.44876 1.90352 -0.08 0.28 0.01 0.8440
C 0.90991 -2.69329 0.07993 -0.05 -0.10 -0.21 -0.6615
S 1.38167 -1.34991 -0.91719 -0.26 -0.12 -0.08 0.8824
H -1.32346 -4.51797 -1.61228 0.02 -0.02 0.04 0.1021
H 0.13750 -3.90026 -2.41490 0.01 -0.02 0.02 0.1053
H -1.08773 -2.77492 -1.82345 -0.03 -0.07 0.05 0.0624
H -0.65212 -5.47538 0.59070 -0.05 0.06 -0.03 0.1309
H 0.89963 -4.57811 2.66916 0.07 0.02 -0.03 0.1304
H 2.70148 -2.98741 3.05148 0.07 -0.06 0.07 0.0842
H 3.40553 -2.14098 1.37153 0.09 0.02 -0.01 0.0813
H 4.02780 -0.66058 3.56636 -0.01 0.02 -0.04 0.1342
H 2.97889 1.72709 4.45589 -0.01 0.01 -0.04 0.1311
H 0.93507 2.90886 4.14790 -0.01 -0.02 0.01 0.1004
H -0.46788 1.83267 4.23988 0.00 -0.01 -0.04 0.1023
H 0.01946 2.55854 2.68353 -0.03 0.03 -0.15 0.0696
C 2.76930 2.55653 -1.43089 -0.18 -0.05 0.01 -0.0844
S 1.04259 2.37365 -1.13261 0.18 0.63 0.29 0.5742
O 0.90831 1.82264 0.28637 0.10 0.15 -0.14 -0.2719
O 0.30947 3.57843 -1.31090 0.24 0.21 -0.22 -0.2253
O 0.57736 1.20171 -1.91810 0.16 -0.07 -0.10 -0.2984
H 3.13591 3.42100 -0.88343 -0.05 -0.01 0.05 0.0874
H 2.91456 2.69253 -2.50061 -0.06 0.02 0.00 0.0899
H 3.23563 1.63324 -1.09150 0.07 0.04 -0.03 0.0813
N -2.39198 2.26661 1.19032 0.32 -0.24 0.03 0.1400
C -2.46275 2.00717 -0.11306 -0.08 -0.20 -0.27 -0.6359
N -1.85907 0.98659 -0.72544 0.30 0.03 0.25 0.0501
C -2.25140 0.93729 -2.07739 -0.15 -0.04 -0.26 -0.2904
C -1.91632 -0.06145 -2.98060 0.09 0.03 0.07 -0.0199
C -2.39024 0.02322 -4.27704 0.02 -0.08 -0.01 -0.0530
C -3.19225 1.08676 -4.68229 -0.07 0.07 0.00 -0.0649
C -3.53983 2.08646 -3.79013 0.03 -0.01 -0.03 -0.0655
C -3.06681 1.98679 -2.49222 0.03 -0.09 0.20 -0.4403
S -3.41226 3.02984 -1.13646 -0.03 -0.02 -0.01 1.1618
H -1.92800 1.58917 1.78803 -0.06 0.08 0.04 0.0284
H -2.96602 2.98760 1.58931 0.05 0.02 0.05 0.1186
H -1.28179 -0.88443 -2.67291 0.02 0.06 -0.07 0.0817
H -2.13486 -0.75224 -4.98662 0.00 0.01 0.00 0.1136
H -3.56612 1.12693 -5.69600 0.05 0.01 -0.01 0.1130
H -4.16041 2.91785 -4.09517 -0.04 -0.03 0.00 0.1176
```
Positions in Å, forces in eV/Å.